Computed, not measured: C7H10O2 in the gas phase at a distorted geometry, with ωB97M-V/def2-TZVPD.

Computed properties:
Frontier orbital gap = 7.34 eV
Net charge = 0

Last column: natural (NBO) charge in e.
Atoms and positions in Å:
1 C -2.023 0.374 -0.019  -0.1776
2 C -3.237 0.378 -0.569  -0.3896
3 C 2.374 2.057 -0.019  -0.5731
4 C 2.331 0.939 -0.632  -0.0360
5 C -0.840 -0.541 -0.373  -0.4578
6 C 0.204 -0.739 0.810  -0.5106
7 C 1.535 -1.060 0.194  0.7484
8 O 1.827 -2.425 0.263  -0.6687
9 O 2.443 -0.349 -0.175  -0.3623
10 H -4.043 0.999 -0.085  0.1999
11 H -3.568 -0.126 -1.408  0.1897
12 H 2.039 2.998 -0.470  0.2195
13 H 2.280 2.157 1.162  0.1452
14 H -1.942 1.006 0.850  0.1897
15 H -1.495 -1.488 -0.584  0.2306
16 H -0.384 -0.157 -1.336  0.2490
17 H 0.061 0.189 1.264  0.2487
18 H -0.091 -1.628 1.531  0.2591
19 H 2.528 -2.584 -0.405  0.4960

Computed, not measured: C7H10O2 in the gas phase at a distorted geometry, with ωB97M-V/def2-TZVPD.

Computed properties:
SMILES = C=C1COC=C[C@@]1(C)O
Frontier orbital gap = 9.58 eV
Net charge = 0

Last column: natural (NBO) charge in e.
Atoms and positions in Å:
1 C -0.212 1.972 -0.377  -0.3581
2 C 0.177 0.823 0.057  -0.0616
3 C 1.548 0.706 0.612  -0.1131
4 O 2.404 -0.171 -0.108  -0.4605
5 C 1.743 -1.283 -0.393  0.1736
6 C 0.420 -1.589 -0.220  -0.3349
7 C -0.542 -0.481 0.142  0.1588
8 C -1.840 -0.528 -0.700  -0.6005
9 O -0.961 -0.768 1.429  -0.6979
10 H -1.212 2.305 -0.724  0.2026
11 H 0.361 2.943 -0.149  0.2006
12 H 2.199 1.610 0.630  0.2029
13 H 1.292 0.409 1.629  0.1955
14 H 2.369 -1.989 -0.675  0.1714
15 H 0.017 -2.643 -0.184  0.2335
16 H -1.644 -0.092 -1.713  0.2098
17 H -2.516 0.236 -0.217  0.1963
18 H -2.233 -1.491 -0.763  0.2195
19 H -1.371 0.028 1.724  0.4620

Computed, not measured: C7H10O2 in the gas phase at a distorted geometry, with ωB97M-V/def2-TZVPD.

Computed properties:
SMILES = CC(=O)[C@@H]1[C@]2(C)C[C@]12O
Frontier orbital gap = 9.06 eV
Net charge = 0

Last column: natural (NBO) charge in e.
Atoms and positions in Å:
1 C 2.732 -0.266 0.687  -0.7172
2 C 1.659 0.509 -0.043  0.5912
3 O 1.907 1.227 -0.981  -0.5442
4 C 0.292 0.270 0.506  -0.3427
5 C -0.829 -0.317 -0.344  -0.0267
6 C -1.555 -1.605 -0.202  -0.6153
7 C -0.944 0.820 -1.331  -0.4233
8 C -0.919 1.083 0.144  0.2805
9 O -1.722 1.798 0.985  -0.6701
10 H 2.460 -1.318 0.738  0.2257
11 H 2.819 0.113 1.703  0.2311
12 H 3.685 -0.152 0.179  0.2339
13 H 0.304 -0.097 1.531  0.2170
14 H -1.038 -2.405 -0.734  0.2207
15 H -2.558 -1.516 -0.619  0.2173
16 H -1.635 -1.885 0.848  0.2165
17 H -0.108 1.100 -1.954  0.2307
18 H -1.908 0.926 -1.819  0.1968
19 H -2.642 1.713 0.708  0.4782

Computed, not measured: a 2-piece molecular cluster, C7H10O2 overall at a distorted geometry, with ωB97M-V/def2-TZVPD.

Computed properties:
SMILES = Cc1ccc(O)cc1.O
Frontier orbital gap = 8.84 eV
Net charge = 0

Last column: natural (NBO) charge in e.
Atoms and positions in Å:
1 C 1.668 -1.415 0.183  -0.6261
2 C 0.758 -0.302 0.519  -0.0515
3 C 0.017 0.376 -0.496  -0.1905
4 C -0.751 1.472 -0.046  -0.2802
5 C -0.927 1.858 1.274  0.3063
6 O -1.713 2.905 1.542  -0.6871
7 C -0.183 1.183 2.263  -0.2603
8 C 0.669 0.173 1.844  -0.2008
9 H 1.258 -2.399 0.464  0.2185
10 H 2.590 -1.239 0.762  0.2187
11 H 1.924 -1.434 -0.890  0.2091
12 H 0.090 -0.027 -1.515  0.2209
13 H -1.411 2.057 -0.701  0.1936
14 H -2.321 3.276 0.857  0.4963
15 H -0.161 1.558 3.294  0.2230
16 H 1.189 -0.316 2.679  0.2093
17 O -1.169 -2.377 -3.788  -0.9396
18 H -1.317 -2.835 -4.647  0.4712
19 H -0.212 -2.511 -3.598  0.4691

Computed, not measured: C7H10O2 in the gas phase at a distorted geometry, with ωB97M-V/def2-TZVPD.

Computed properties:
<S²> = 2.0148
Frontier orbital gap (alpha / beta) = 4.32 / 3.92 eV
Spin multiplicity = 3
Net charge = 0

Last column: Löwdin spin population.
Atoms and positions in Å:
1 C -0.901 0.199 -0.821  0.2557
2 C -1.122 1.526 -0.782  0.3469
3 C -1.318 -0.836 0.274  0.0760
4 C 1.202 0.011 2.825  0.4912
5 C 1.273 0.210 -1.854  0.1167
6 C 0.257 0.058 1.861  0.2014
7 C 0.079 -0.342 -1.831  0.0410
8 O -0.210 -0.986 1.229  0.2760
9 O -0.195 -1.489 -2.348  0.0146
10 H -0.823 2.202 -1.568  0.0292
11 H -1.866 1.856 -0.058  0.0264
12 H -2.110 -0.573 0.956  0.0181
13 H -1.332 -1.816 -0.156  0.0095
14 H 1.686 -0.965 3.131  0.0205
15 H 1.363 0.920 3.476  0.0207
16 H 1.419 1.079 -1.230  0.0166
17 H 2.142 -0.352 -2.118  0.0079
18 H -0.145 1.061 1.817  0.0305
19 H 0.601 -1.759 -2.802  0.0010

Computed, not measured: a 2-piece molecular cluster, C7H10O2PS overall at a distorted geometry, with ωB97M-V/def2-TZVPD.

Computed properties:
Frontier orbital gap (alpha / beta) = 6.74 / 6.75 eV
Net charge = -1

Last column: natural (NBO) charge in e.
Atoms and positions in Å:
1 C 3.318 -0.144 1.468  -0.2707
2 C 2.072 0.525 1.502  -0.2405
3 C 3.666 -0.436 0.134  -0.4425
4 C 1.623 0.931 0.306  -0.5500
5 C -2.415 0.951 -0.167  -0.6274
6 C -0.643 -0.539 -1.232  -0.6157
7 C -1.099 0.919 -1.064  -0.5329
8 O -0.740 2.049 2.458  -0.9204
9 O 0.703 3.178 -0.706  -1.1101
10 P 0.163 1.957 -0.046  1.7227
11 S 2.731 0.397 -1.010  0.3989
12 H 3.787 -0.578 2.341  0.2125
13 H 1.475 0.643 2.336  0.2706
14 H 4.611 -0.855 -0.324  0.2203
15 H -2.948 0.088 -0.475  0.1775
16 H -2.135 0.943 0.873  0.2778
17 H -3.004 1.926 -0.336  0.2013
18 H 0.399 -0.558 -1.576  0.2127
19 H -1.304 -0.985 -1.954  0.1908
20 H -0.782 -1.205 -0.515  0.2049
21 H -1.338 1.336 -2.091  0.2203

Number 1: E_tot -11509.5013 eV. Number 2: E_tot -11513.4254 eV. Number 3: E_tot -11513.6803 eV. Number 4: E_tot -11515.5979 eV. Number 5: E_tot -11507.6942 eV. Number 6: E_tot -31636.4547 eV.